No. 1
DFT (the ωB97M-V functional and the def2-TZVPD basis) results for a structure of composition C6H15Cl4HgNO2 at a distorted geometry.

```
29
Properties=species:S:1:pos:R:3:forces:R:3:lowdin_charge:R:1
Hg 2.07496 0.18456 -1.17576 1.8 -0.2 -2.1 0.4711
Cl 4.15555 -1.08045 -0.00979 -0.5 -0.1 0.3 -0.5278
Cl 4.20851 1.84567 -2.09721 -0.5 0.0 0.3 -0.6088
Cl 2.00575 -1.66967 -3.25940 -0.3 0.1 0.4 -0.5286
Cl 0.19654 1.81997 -2.21540 -0.1 -0.3 0.5 -0.3948
C 2.30122 2.37917 1.62605 2.3 0.0 -0.8 -0.1243
O 1.85279 1.18818 0.97528 -2.1 1.9 2.2 -0.3358
C 0.67188 0.81832 1.72547 0.0 -2.6 -0.4 -0.1971
C -0.35603 -0.04322 0.86613 1.8 3.7 1.9 -0.2641
N 0.37604 -0.97086 0.10341 -2.5 -2.1 -1.6 -0.1102
C -0.61889 -1.61606 -0.86340 -0.9 -0.8 0.3 -0.1784
C -2.12858 -2.05307 -0.32897 2.2 2.3 0.4 -0.1356
O -2.92444 -0.89591 0.15640 -0.7 -1.5 -0.7 -0.2511
C -3.40348 -0.08735 -0.92186 1.2 0.5 -0.1 -0.1230
H 2.72942 2.21468 2.61483 -0.8 -0.6 0.7 0.0802
H 1.60804 3.22034 1.63088 -0.3 -0.2 -0.2 0.0878
H 3.23932 2.66682 1.15136 -0.3 0.2 -0.8 0.0808
H 0.11908 1.65099 2.16044 0.3 0.2 -0.1 0.1091
H 1.05699 0.14733 2.49329 0.0 0.2 0.7 0.1128
H -0.70248 0.81300 0.28738 -1.0 -0.8 -0.8 0.0756
H -1.07484 -0.52059 1.53211 -0.2 0.5 0.0 0.1144
H 0.60164 -1.70729 0.75676 0.9 -0.3 -0.1 0.1138
H -0.17425 -2.55203 -1.20157 0.1 0.0 -0.1 0.0808
H -0.71050 -1.00157 -1.75900 0.1 0.2 0.2 0.0496
H -1.98353 -2.71988 0.52099 -0.2 0.2 0.2 0.0966
H -2.60336 -2.63546 -1.11859 -0.3 0.3 -0.2 0.1008
H -4.12935 -0.56131 -1.58260 0.3 -0.6 -0.2 0.0761
H -2.50382 0.30696 -1.39432 -0.1 -0.3 -1.0 0.0541
H -3.88418 0.85871 -0.67292 -0.2 -0.2 1.3 0.0759
```
Positions in Å, forces in eV/Å.

Output
E_tot = -2437.0795 a.u.
Charge = -2
ΔE to the lowest compared entry with this formula, charge and spin = 179.6 kJ/mol
Multiplicity = 1
HOMO level = -1.39 eV
Orbital gap = 6.076 eV



No. 2
DFT (the ωB97M-V functional and the def2-TZVPD basis) results for a cluster of 2 separate species, C6H15FNO4P in total at a distorted geometry.

```
28
Properties=species:S:1:pos:R:3:forces:R:3:lowdin_charge:R:1
O 4.14641 -1.29345 1.22001 -4.6 2.6 -4.1 -0.3886
P 3.07346 -0.63732 0.21120 5.2 -2.7 2.5 0.7352
O 3.88165 0.53003 -0.85366 -3.0 -1.1 2.5 -0.2098
O 2.44949 -1.89621 -0.82955 0.1 3.8 0.6 -0.2110
C 1.67394 0.21180 1.23713 -0.6 0.9 -0.7 -0.1671
C 0.26741 0.17496 0.39795 1.0 2.9 -0.9 -0.2550
C -0.63919 1.57159 0.55736 0.0 0.1 -0.7 -0.1343
C -1.53719 1.63919 -0.85212 1.3 -0.9 0.6 -0.1633
C -2.26675 0.16607 -1.03730 1.2 0.0 1.4 -0.2268
C -2.07178 -0.81715 0.29312 -3.3 1.5 -0.5 -0.0892
N -0.58267 -1.05803 0.61848 -1.2 0.4 -3.2 -0.1864
O -0.56208 -1.54918 1.86952 2.4 -2.6 1.8 0.0236
H 3.65192 1.43807 -0.49761 0.5 -1.3 -0.6 0.0759
H 2.09081 -1.46740 -1.66374 0.6 -0.8 1.1 0.0891
H 1.61596 -0.19123 2.33366 0.3 0.5 -2.3 0.1211
H 1.99116 1.35762 1.30619 -0.7 -2.5 -0.1 0.1182
H 0.57163 0.15782 -0.75678 -0.9 -0.1 2.4 0.1567
H -1.30676 1.57551 1.51877 1.3 -0.2 -1.8 0.1215
H 0.09074 2.49791 0.63910 -1.3 -2.0 -0.2 0.1179
H -2.27354 2.54794 -0.88204 1.5 -1.8 0.1 0.1172
H -0.72110 1.73930 -1.71591 -1.9 0.0 1.7 0.1199
H -3.40330 0.35001 -1.29158 2.5 -0.9 0.7 0.1246
H -1.78762 -0.45028 -1.93869 -1.3 1.5 1.6 0.0875
H -2.61832 -0.30941 1.22006 1.8 -1.2 -1.6 0.1460
H -2.64941 -1.84694 0.12989 1.8 2.1 0.2 0.1640
H -0.26312 -1.79184 -0.07620 -0.4 0.9 0.8 0.2049
H 0.18153 -2.24965 1.84607 -1.5 1.4 0.6 0.1864
F -3.00330 -0.39973 -3.00330 -0.7 -0.6 -2.2 -0.6785
```
Positions in Å, forces in eV/Å.

Output
E_tot = -1034.3022 a.u.
Charge = 0
Multiplicity = 1
HOMO level = -6.97 eV
Orbital gap = 5.986 eV



No. 3
DFT (the ωB97M-V functional and the def2-TZVPD basis) results for a cluster of 2 separate species, C6H15IN3 in total.

```
25
Properties=species:S:1:pos:R:3:forces:R:3:lowdin_charge:R:1
C -1.00808 -1.93937 0.28110 0.1 0.2 0.0 -0.1350
C 0.39478 -1.94202 -0.30266 -0.2 -0.5 0.4 -0.1445
C -1.18148 -0.67848 1.11521 -0.1 -0.6 0.1 -0.1305
C -0.01802 0.45791 -0.67731 -0.1 0.2 0.0 -0.3056
C 1.25878 1.63022 -2.43287 0.2 -0.2 -0.2 -0.0438
C -1.52822 1.75227 0.70946 0.0 0.4 -0.1 -0.0103
N 0.60891 -0.67878 -0.98214 0.3 0.2 -0.3 0.1165
N 0.27096 1.56549 -1.37570 -0.1 0.0 0.1 0.0516
N -0.92381 0.50128 0.30176 0.1 -0.1 -0.2 -0.0767
I 2.46173 -0.76835 3.89619 -0.3 0.7 -0.5 0.4054
H -1.74196 -1.94968 -0.52639 0.0 0.0 0.0 0.1297
H -1.17331 -2.81632 0.90115 0.1 0.0 0.0 0.1291
H 1.14392 -2.07346 0.48604 -0.1 0.0 -0.1 0.1195
H 0.51127 -2.74978 -1.02693 0.0 0.1 0.0 0.1346
H -2.20570 -0.62100 1.48656 0.1 0.1 0.0 0.1334
H -0.49906 -0.69044 1.97239 -0.1 0.0 0.0 0.1091
H 1.25408 2.62993 -2.85551 0.0 0.0 0.0 0.1016
H 2.25986 1.43604 -2.04591 0.0 0.0 0.0 0.0995
H 1.03541 0.92680 -3.23684 0.0 0.0 0.0 0.0983
H -0.77780 2.45639 1.07572 0.0 0.0 0.0 0.1077
H -2.08797 2.20254 -0.11220 0.0 0.0 0.0 0.1041
H -2.22240 1.55741 1.52017 0.0 0.0 0.0 0.1012
H 1.33340 -0.64604 -1.68092 -0.1 0.1 0.0 0.1409
H -0.24165 2.40577 -1.18453 -0.1 0.0 0.2 0.1295
H 3.07638 -1.96832 4.69416 0.3 -0.7 0.4 -0.3651
```
Positions in Å, forces in eV/Å.

Output
E_tot = -699.3771 a.u.
Charge = +1
ΔE to the lowest compared entry with this formula, charge and spin = 0.0 kJ/mol
Multiplicity = 1
HOMO level = -12.67 eV
Orbital gap = 10.068 eV



No. 4
DFT (the ωB97M-V functional and the def2-TZVPD basis) results for a structure of composition C6H15N at a distorted geometry.

```
22
Properties=species:S:1:pos:R:3:forces:R:3:lowdin_spin:R:1
C 0.97982 -1.48496 -0.14847 2.6 -2.1 0.3 0.6073
C 1.86887 -0.58731 0.67935 -1.1 -0.1 0.8 0.0685
C 2.60377 0.47954 -0.13269 -0.6 0.1 -1.3 0.0085
C 0.66549 0.02293 1.40148 -0.5 1.7 0.5 0.1264
N -1.39612 0.83622 -0.27405 -0.3 -0.4 0.2 0.0199
C -1.40729 0.03105 -1.49200 -0.9 1.1 0.5 0.0258
C -2.75792 0.83040 0.21718 0.2 0.4 -0.4 0.0012
H 0.31386 -2.11107 0.47208 0.2 0.4 -0.4 0.0219
H 1.63615 -2.13099 -0.80029 -1.0 0.4 -0.6 0.0536
H 0.32549 -0.52564 2.29054 0.2 0.1 -0.1 0.0105
H 2.58953 -1.14334 1.33565 -0.3 0.2 -0.3 0.0136
H 3.37165 0.14257 -0.85555 -0.1 -0.4 0.5 -0.0001
H 1.81282 0.87747 -0.79520 0.3 0.3 0.3 0.0016
H 3.04319 1.31987 0.42016 -0.2 -0.3 0.3 0.0009
H -0.51535 0.29698 0.62420 0.2 0.1 -0.9 0.0099
H 0.73819 1.11982 1.55882 0.3 -0.4 0.5 0.0110
H -1.25771 -1.02809 -1.30902 0.6 -0.6 -0.1 0.0113
H -0.73556 0.45686 -2.23817 0.3 -0.5 -0.1 0.0001
H -2.43440 0.06684 -1.91166 0.3 0.1 -0.3 0.0073
H -2.85678 1.41783 1.13979 0.0 -0.2 0.0 -0.0002
H -3.16731 -0.19331 0.36220 -0.1 0.1 0.3 0.0002
H -3.42040 1.30631 -0.54433 -0.1 -0.1 0.4 0.0007
```
Positions in Å, forces in eV/Å.

Output
E_tot = -292.1669 a.u.
Charge = -1
ΔE to the lowest compared entry with this formula, charge and spin = 345.1 kJ/mol
⟨S²⟩ = 0.76
Multiplicity = 2
HOMO level (alpha / beta) = -1.75 / -1.64 eV
Orbital gap (alpha / beta) = 6.082 / 5.800 eV



Repeat the third record exactly.
DFT (the ωB97M-V functional and the def2-TZVPD basis) results for a cluster of 2 separate species, C6H15IN3 in total.

```
25
Properties=species:S:1:pos:R:3:forces:R:3:lowdin_charge:R:1
C -1.00808 -1.93937 0.28110 0.1 0.2 0.0 -0.1350
C 0.39478 -1.94202 -0.30266 -0.2 -0.5 0.4 -0.1445
C -1.18148 -0.67848 1.11521 -0.1 -0.6 0.1 -0.1305
C -0.01802 0.45791 -0.67731 -0.1 0.2 0.0 -0.3056
C 1.25878 1.63022 -2.43287 0.2 -0.2 -0.2 -0.0438
C -1.52822 1.75227 0.70946 0.0 0.4 -0.1 -0.0103
N 0.60891 -0.67878 -0.98214 0.3 0.2 -0.3 0.1165
N 0.27096 1.56549 -1.37570 -0.1 0.0 0.1 0.0516
N -0.92381 0.50128 0.30176 0.1 -0.1 -0.2 -0.0767
I 2.46173 -0.76835 3.89619 -0.3 0.7 -0.5 0.4054
H -1.74196 -1.94968 -0.52639 0.0 0.0 0.0 0.1297
H -1.17331 -2.81632 0.90115 0.1 0.0 0.0 0.1291
H 1.14392 -2.07346 0.48604 -0.1 0.0 -0.1 0.1195
H 0.51127 -2.74978 -1.02693 0.0 0.1 0.0 0.1346
H -2.20570 -0.62100 1.48656 0.1 0.1 0.0 0.1334
H -0.49906 -0.69044 1.97239 -0.1 0.0 0.0 0.1091
H 1.25408 2.62993 -2.85551 0.0 0.0 0.0 0.1016
H 2.25986 1.43604 -2.04591 0.0 0.0 0.0 0.0995
H 1.03541 0.92680 -3.23684 0.0 0.0 0.0 0.0983
H -0.77780 2.45639 1.07572 0.0 0.0 0.0 0.1077
H -2.08797 2.20254 -0.11220 0.0 0.0 0.0 0.1041
H -2.22240 1.55741 1.52017 0.0 0.0 0.0 0.1012
H 1.33340 -0.64604 -1.68092 -0.1 0.1 0.0 0.1409
H -0.24165 2.40577 -1.18453 -0.1 0.0 0.2 0.1295
H 3.07638 -1.96832 4.69416 0.3 -0.7 0.4 -0.3651
```
Positions in Å, forces in eV/Å.

Output
E_tot = -699.3771 a.u.
Charge = +1
ΔE to the lowest compared entry with this formula, charge and spin = 0.0 kJ/mol
Multiplicity = 1
HOMO level = -12.67 eV
Orbital gap = 10.068 eV



Repeat the second record exactly.
DFT (the ωB97M-V functional and the def2-TZVPD basis) results for a cluster of 2 separate species, C6H15FNO4P in total at a distorted geometry.

```
28
Properties=species:S:1:pos:R:3:forces:R:3:lowdin_charge:R:1
O 4.14641 -1.29345 1.22001 -4.6 2.6 -4.1 -0.3886
P 3.07346 -0.63732 0.21120 5.2 -2.7 2.5 0.7352
O 3.88165 0.53003 -0.85366 -3.0 -1.1 2.5 -0.2098
O 2.44949 -1.89621 -0.82955 0.1 3.8 0.6 -0.2110
C 1.67394 0.21180 1.23713 -0.6 0.9 -0.7 -0.1671
C 0.26741 0.17496 0.39795 1.0 2.9 -0.9 -0.2550
C -0.63919 1.57159 0.55736 0.0 0.1 -0.7 -0.1343
C -1.53719 1.63919 -0.85212 1.3 -0.9 0.6 -0.1633
C -2.26675 0.16607 -1.03730 1.2 0.0 1.4 -0.2268
C -2.07178 -0.81715 0.29312 -3.3 1.5 -0.5 -0.0892
N -0.58267 -1.05803 0.61848 -1.2 0.4 -3.2 -0.1864
O -0.56208 -1.54918 1.86952 2.4 -2.6 1.8 0.0236
H 3.65192 1.43807 -0.49761 0.5 -1.3 -0.6 0.0759
H 2.09081 -1.46740 -1.66374 0.6 -0.8 1.1 0.0891
H 1.61596 -0.19123 2.33366 0.3 0.5 -2.3 0.1211
H 1.99116 1.35762 1.30619 -0.7 -2.5 -0.1 0.1182
H 0.57163 0.15782 -0.75678 -0.9 -0.1 2.4 0.1567
H -1.30676 1.57551 1.51877 1.3 -0.2 -1.8 0.1215
H 0.09074 2.49791 0.63910 -1.3 -2.0 -0.2 0.1179
H -2.27354 2.54794 -0.88204 1.5 -1.8 0.1 0.1172
H -0.72110 1.73930 -1.71591 -1.9 0.0 1.7 0.1199
H -3.40330 0.35001 -1.29158 2.5 -0.9 0.7 0.1246
H -1.78762 -0.45028 -1.93869 -1.3 1.5 1.6 0.0875
H -2.61832 -0.30941 1.22006 1.8 -1.2 -1.6 0.1460
H -2.64941 -1.84694 0.12989 1.8 2.1 0.2 0.1640
H -0.26312 -1.79184 -0.07620 -0.4 0.9 0.8 0.2049
H 0.18153 -2.24965 1.84607 -1.5 1.4 0.6 0.1864
F -3.00330 -0.39973 -3.00330 -0.7 -0.6 -2.2 -0.6785
```
Positions in Å, forces in eV/Å.

Output
E_tot = -1034.3022 a.u.
Charge = 0
Multiplicity = 1
HOMO level = -6.97 eV
Orbital gap = 5.986 eV